DFT (ωB97M-V/def2-TZVPD) results for 4 unconnected molecules or ions with the total composition C37H67Br2ClF2N4O6P.

Atoms and positions in Å:
C 2.013 -0.275 3.965
C 2.123 -1.513 3.066
C 2.688 -1.179 1.670
C 4.183 -1.498 1.475
C 4.534 -1.675 0.000
C 4.515 -0.346 -0.783
C 3.793 -0.429 -2.127
C 2.273 -0.535 -1.922
C 1.665 0.811 -1.509
C 0.226 1.072 -1.981
C 0.126 1.078 -3.526
C 1.347 1.548 -4.301
F -0.205 -0.197 -3.953
C -0.809 0.089 -1.343
C -0.470 -0.482 0.040
C -1.132 -1.857 0.312
C -2.093 -1.852 1.508
Br -2.036 -3.519 2.485
N -2.025 0.957 -1.181
P -3.232 0.940 -2.395
N -4.480 0.100 -2.000
C -1.444 2.172 -0.817
N -2.039 2.919 0.076
C -3.381 2.573 0.575
C -3.363 1.636 1.782
F -3.987 2.272 2.839
C -1.420 4.119 0.666
C -1.035 3.935 2.134
C 0.112 2.936 2.329
Cl 1.333 3.552 3.458
N -0.220 2.372 -1.372
C 0.102 3.659 -2.033
C 1.376 4.342 -1.487
C 2.394 4.734 -2.561
Br 4.096 3.837 -2.297
H 2.773 0.474 3.730
H 1.044 0.207 3.791
H 2.033 -0.526 5.021
H 1.110 -1.888 2.911
H 2.727 -2.286 3.536
H 2.150 -1.797 0.942
H 2.512 -0.118 1.461
H 4.778 -0.671 1.868
H 4.390 -2.425 2.009
H 3.855 -2.401 -0.460
H 5.532 -2.096 -0.111
H 5.539 -0.006 -0.929
H 4.000 0.416 -0.188
H 4.004 0.472 -2.711
H 4.152 -1.273 -2.717
H 1.819 -0.924 -2.834
H 2.089 -1.277 -1.142
H 2.320 1.632 -1.799
H 1.619 0.850 -0.421
H -0.716 1.721 -3.812
H 1.026 1.875 -5.291
H 1.844 2.386 -3.819
H 2.055 0.728 -4.412
H -1.094 -0.759 -1.959
H 0.595 -0.612 0.168
H -0.782 0.206 0.833
H -1.663 -2.217 -0.568
H -0.341 -2.574 0.537
H -3.123 -1.722 1.183
H -1.832 -1.084 2.233
H -3.471 2.323 -2.470
H -2.630 0.529 -3.591
H -4.624 -0.632 -2.688
H -3.838 3.512 0.888
H -4.001 2.184 -0.229
H -3.900 0.712 1.588
H -2.337 1.431 2.089
H -0.535 4.410 0.119
H -2.152 4.926 0.602
H -0.690 4.921 2.454
H -1.895 3.697 2.758
H -0.245 1.990 2.736
H 0.634 2.734 1.394
H -0.751 4.317 -1.871
H 0.168 3.515 -3.107
H 1.823 3.681 -0.743
H 1.095 5.248 -0.946
H 2.634 5.792 -2.508
H 2.057 4.507 -3.568
O 0.426 -2.022 6.145
C 0.484 -1.971 7.338
O 1.195 -2.861 8.061
C 1.010 -2.631 9.470
C 0.568 -1.176 9.581
C -0.196 -0.984 8.270
H 0.248 -3.325 9.832
H 1.947 -2.841 9.978
H -0.016 -0.975 10.476
H 1.443 -0.525 9.595
H -1.245 -1.269 8.358
H -0.128 0.023 7.869
O 6.090 -3.052 -2.381
C 5.747 -3.690 -3.332
O 6.351 -3.577 -4.534
C 5.675 -4.383 -5.516
C 4.930 -5.446 -4.716
C 4.611 -4.693 -3.425
H 4.998 -3.738 -6.081
H 6.419 -4.791 -6.195
H 4.059 -5.838 -5.237
H 5.597 -6.280 -4.499
H 3.672 -4.139 -3.489
H 4.594 -5.326 -2.543
O -9.929 -2.247 -4.313
C -9.368 -1.482 -3.591
O -8.198 -1.789 -2.975
C -7.796 -0.725 -2.095
C -8.509 0.517 -2.621
C -9.794 -0.079 -3.194
H -8.110 -0.979 -1.079
H -6.713 -0.644 -2.123
H -8.667 1.273 -1.855
H -7.921 0.966 -3.423
H -10.582 -0.164 -2.444
H -10.177 0.455 -4.058

Summary:
Multiplicity: 1
Orbital gap, eV: 8.401
Charge: +1
LUMO level, eV: -3.14
HOMO, eV: -11.538

These are the Löwdin partial charges, in e, on atoms 1 to 4: atom 1 (C): -0.1028, atom 2 (C): -0.2253, atom 3 (C): -0.2259, atom 4 (C): -0.1876

---

DFT (ωB97M-V/def2-TZVPD) results for a molecular structure, C37H67F2IN3O12S4.

Atoms and positions in Å:
C -4.567 2.802 -0.666
C -4.839 1.707 0.332
O -4.486 1.893 1.482
N -5.343 0.359 -0.104
H -5.949 0.451 -0.879
H -4.491 -0.080 -0.367
C -5.860 -0.637 0.953
H -3.722 2.694 -1.313
H -4.476 3.648 -0.144
H -5.466 3.059 -1.234
H -4.817 -0.711 1.520
H -6.059 -1.596 0.481
H -6.430 -0.040 1.385
C -0.142 -1.171 -1.643
C -0.034 -0.335 -0.436
O 1.010 -0.392 0.309
N -1.248 0.621 -0.330
H -0.940 1.212 -1.077
H -2.076 0.071 -0.532
C -1.365 1.437 0.976
H -0.970 -0.968 -2.125
H 0.145 -2.209 -1.279
H 0.723 -0.764 -2.075
H -0.301 1.546 1.379
H -1.795 1.204 2.042
H -1.840 2.300 0.589
C -5.318 -2.829 -2.806
C -4.952 -1.768 -3.818
O -5.222 -1.902 -5.056
N -4.412 -0.481 -3.119
H -5.315 0.083 -2.897
H -3.907 -0.813 -2.349
C -3.738 0.512 -4.126
H -6.259 -3.029 -3.181
H -5.361 -2.576 -1.733
H -4.926 -3.772 -3.061
H -3.357 1.289 -3.557
H -4.518 0.964 -4.770
H -3.049 -0.164 -4.637
I 0.050 2.823 -2.787
O -3.219 -0.851 -0.953
H -2.958 -1.648 -0.874
F 0.322 -0.066 3.398
C -0.124 -0.213 4.646
C -0.764 0.850 5.193
C -1.285 0.808 6.478
C -1.076 -0.356 7.208
C -0.448 -1.472 6.763
C 0.037 -1.368 5.420
H -0.880 1.640 4.789
H -1.889 1.676 6.905
H -1.463 -0.377 8.066
H -0.158 -2.420 7.281
H 0.502 -2.237 4.877
F -0.612 -2.525 -4.665
C -1.409 -3.618 -4.560
C -1.207 -4.684 -3.646
C -2.114 -5.705 -3.438
C -3.365 -5.641 -4.305
C -3.451 -4.629 -5.237
C -2.539 -3.586 -5.365
H -0.520 -4.638 -2.809
H -1.981 -6.625 -2.920
H -4.174 -6.345 -4.281
H -4.476 -4.542 -5.985
H -2.578 -2.646 -5.907
C 4.897 -2.502 -4.452
C 5.391 -3.702 -3.629
C 4.698 -3.740 -2.412
S 3.147 -2.905 -2.662
O 3.075 -1.734 -1.821
O 1.997 -3.788 -2.700
C 3.485 -2.501 -4.341
H 5.204 -2.690 -5.455
H 5.311 -1.473 -4.205
H 6.440 -3.864 -3.350
H 5.213 -4.692 -4.038
H 5.336 -3.331 -1.741
H 4.585 -4.800 -1.873
H 3.167 -1.608 -4.696
H 2.981 -3.474 -4.980
C 3.780 -1.760 3.607
C 4.429 -3.063 4.088
C 5.376 -3.529 3.052
S 4.753 -2.946 1.613
O 4.170 -4.038 0.888
O 5.629 -2.071 0.936
C 3.475 -1.963 2.076
H 4.609 -1.087 3.423
H 2.953 -1.451 4.237
H 3.644 -3.925 4.392
H 5.034 -3.056 5.079
H 5.576 -4.641 2.995
H 6.265 -2.845 3.405
H 2.521 -2.568 2.095
H 3.473 -1.051 1.547
C 3.618 3.593 -0.024
C 3.014 2.260 0.355
C 2.682 2.231 1.670
S 4.130 2.965 2.345
O 5.083 2.043 2.691
O 3.693 3.928 3.458
C 4.727 3.906 0.989
H 3.015 4.401 0.027
H 3.959 3.647 -1.004
H 3.938 1.765 0.134
H 2.364 1.858 -0.312
H 2.469 1.292 2.060
H 1.844 2.973 1.955
H 5.571 3.576 0.859
H 4.741 4.917 1.011
C -0.274 7.669 2.243
C 0.669 6.683 1.652
C -0.014 5.848 0.789
S -1.489 5.531 1.703
O -1.409 4.266 2.476
O -2.609 5.612 0.718
C -1.445 6.899 2.780
H -0.443 8.623 1.382
H 0.305 8.339 2.846
H 0.920 6.190 2.513
H 1.306 7.432 1.088
H 0.540 4.927 0.685
H -0.250 6.152 -0.270
H -1.340 6.534 3.935
H -2.535 7.550 2.712

Summary:
Multiplicity: 1
Orbital gap, eV: 5.564
Charge: +1
ΔE to the lowest compared entry with this formula, charge and spin, kJ/mol: 406.2
LUMO level, eV: -3.90
HOMO, eV: -9.459

These are the Löwdin partial charges, in e, on atoms 1 to 4: atom 1 (C): 0.0485, atom 2 (C): -0.3362, atom 3 (O): 0.1579, atom 4 (N): 0.0563